Entry 1:
Below is 2 unconnected molecules or ions with the total composition C5H12NO in a non-equilibrium geometry, with properties calculated with ωB97M-V with the def2-TZVPD basis set.

Structure (XYZ):
```
19
Properties=species:S:1:pos:R:3
C 0.098 -2.060 -0.942
C 0.954 -0.897 -0.360
C 0.517 -0.402 0.978
C 0.628 -0.945 2.173
C -1.337 1.177 0.420
N -0.219 0.875 0.943
H -0.953 -1.807 -0.995
H 0.176 -2.998 -0.394
H 0.498 -2.331 -1.921
H 0.655 -0.108 -1.063
H 1.990 -1.109 -0.604
H 1.133 -1.890 2.258
H 0.115 -0.510 3.012
H -1.943 2.018 0.731
H -1.548 0.785 -0.570
H -0.069 1.363 1.825
H 0.231 1.934 -2.920
H -1.083 2.562 -2.484
O -0.430 1.903 -2.214
```

Calculated values
multiplicity: 1
frontier orbital gap: 9.32 eV
total charge: +1

***

Entry 2:
Below is a molecular structure, BH4Rb in a non-equilibrium geometry, with properties calculated with ωB97M-V with the def2-TZVPD basis set.

Structure (XYZ):
```
6
Properties=species:S:1:pos:R:3
Rb 1.886 -1.531 0.782
B -0.385 0.306 -0.148
H -1.050 -0.353 -0.684
H 0.577 0.315 -0.637
H -0.806 1.298 -0.177
H -0.222 -0.035 0.863
```

Calculated values
multiplicity: 1
frontier orbital gap: 7.63 eV

***

Entry 3:
Below is a molecular structure, C46H102N13O29P3 in a non-equilibrium geometry, with properties calculated with ωB97M-V with the def2-TZVPD basis set.

Structure (XYZ):
```
193
Properties=species:S:1:pos:R:3
C 22.208 -20.755 -20.077
N 22.640 -20.971 -18.675
O 21.814 -21.317 -17.856
O 23.811 -20.783 -18.424
H 21.131 -20.680 -20.176
H 22.721 -21.470 -20.714
H 22.556 -19.778 -20.411
C 13.211 -22.788 -20.698
N 12.371 -23.876 -20.112
O 12.641 -24.997 -20.490
O 11.712 -23.611 -19.126
H 14.086 -23.275 -21.121
H 13.627 -22.137 -19.932
H 12.592 -22.260 -21.417
C 16.953 -14.007 -18.839
N 18.078 -14.589 -19.591
O 18.819 -13.827 -20.184
O 18.186 -15.797 -19.595
H 17.110 -14.309 -17.806
H 15.973 -14.321 -19.188
H 17.051 -12.931 -18.956
C 18.597 -22.888 -14.089
N 18.996 -23.986 -13.175
O 19.222 -25.043 -13.730
O 19.133 -23.718 -12.010
H 17.510 -23.022 -14.090
H 18.931 -23.119 -15.095
H 18.835 -21.888 -13.747
C 12.813 -18.143 -17.464
C 13.880 -18.148 -18.521
C 13.760 -17.076 -19.569
O 15.040 -16.417 -19.525
C 15.697 -16.713 -18.423
O 16.761 -16.220 -18.160
O 15.061 -17.730 -17.769
H 13.007 -18.708 -16.552
H 11.859 -18.523 -17.845
H 12.590 -17.148 -17.069
H 14.060 -19.140 -18.937
H 12.904 -16.425 -19.394
H 13.695 -17.487 -20.575
C 19.558 -19.569 -23.164
C 18.619 -20.461 -22.388
C 17.295 -20.804 -23.107
O 17.518 -22.162 -23.540
C 18.586 -22.674 -22.907
O 18.952 -23.813 -23.014
O 19.214 -21.721 -22.205
H 19.908 -20.040 -24.087
H 20.476 -19.355 -22.615
H 19.050 -18.646 -23.443
H 18.401 -20.031 -21.406
H 17.133 -20.199 -23.997
H 16.464 -20.709 -22.409
C 16.722 -18.435 -14.483
C 16.519 -19.482 -13.411
C 17.223 -19.161 -12.068
O 16.203 -19.238 -11.095
C 15.026 -19.447 -11.668
O 13.988 -19.677 -11.126
O 15.158 -19.433 -13.006
H 16.281 -17.470 -14.237
H 16.288 -18.857 -15.390
H 17.783 -18.229 -14.649
H 16.947 -20.440 -13.712
H 17.696 -18.184 -12.171
H 18.001 -19.911 -11.938
C 18.912 -20.715 -17.485
C 17.817 -19.802 -18.010
C 18.380 -18.884 -19.121
O 17.460 -19.100 -20.209
C 16.556 -20.052 -19.864
O 15.616 -20.344 -20.555
O 16.839 -20.557 -18.686
H 18.512 -21.542 -16.896
H 19.610 -20.090 -16.926
H 19.523 -21.194 -18.251
H 17.300 -19.187 -17.274
H 19.444 -19.034 -19.314
H 18.322 -17.806 -18.962
C 21.782 -14.581 -17.565
C 21.571 -16.008 -17.035
C 20.111 -16.257 -16.700
O 19.744 -17.391 -17.454
C 20.731 -17.705 -18.317
O 20.605 -18.487 -19.201
O 21.820 -16.928 -18.105
H 22.786 -14.395 -17.955
H 21.837 -13.882 -16.724
H 21.069 -14.296 -18.336
H 22.229 -16.237 -16.200
H 19.443 -15.425 -16.918
H 20.085 -16.492 -15.634
C 19.653 -23.722 -18.270
C 19.190 -24.000 -19.702
C 19.125 -25.498 -19.999
O 17.733 -25.785 -20.059
C 17.042 -24.629 -20.026
O 15.868 -24.527 -20.184
O 17.839 -23.572 -19.777
H 18.946 -24.087 -17.522
H 19.839 -22.661 -18.128
H 20.567 -24.282 -18.058
H 19.837 -23.528 -20.439
H 19.472 -26.028 -19.107
H 19.747 -25.796 -20.841
O 17.114 -15.561 -25.491
P 18.170 -15.627 -24.456
N 19.733 -15.722 -25.052
C 20.231 -14.674 -25.917
C 20.365 -17.016 -25.208
N 17.949 -16.838 -23.300
C 18.841 -16.995 -22.197
C 16.711 -17.637 -23.290
N 18.200 -14.214 -23.454
C 19.410 -13.630 -22.901
C 16.953 -13.844 -22.806
H 19.968 -13.670 -25.589
H 19.860 -14.832 -26.935
H 21.323 -14.654 -25.982
H 21.356 -16.937 -24.738
H 20.517 -17.223 -26.269
H 19.928 -17.826 -24.629
H 18.529 -16.498 -21.266
H 18.963 -18.047 -21.921
H 19.837 -16.589 -22.397
H 15.862 -17.094 -22.868
H 16.496 -18.047 -24.276
H 16.849 -18.488 -22.621
H 19.175 -12.583 -22.698
H 19.714 -14.088 -21.949
H 20.295 -13.679 -23.531
H 16.832 -14.471 -21.910
H 16.087 -14.095 -23.417
H 16.982 -12.793 -22.523
O 15.818 -19.062 -25.091
P 15.049 -20.275 -25.490
N 13.926 -20.003 -26.754
C 14.305 -19.857 -28.152
C 12.686 -19.323 -26.374
N 14.171 -20.988 -24.247
C 13.641 -22.343 -24.388
C 13.791 -20.232 -23.052
N 16.041 -21.475 -26.134
C 17.461 -21.473 -25.848
C 15.565 -22.590 -26.953
H 14.358 -18.781 -28.353
H 13.529 -20.281 -28.792
H 15.273 -20.314 -28.340
H 12.007 -19.350 -27.226
H 12.887 -18.264 -26.179
H 12.303 -19.802 -25.475
H 12.927 -22.607 -23.614
H 13.191 -22.500 -25.371
H 14.475 -23.050 -24.351
H 14.175 -19.229 -23.250
H 12.700 -20.152 -23.023
H 14.185 -20.578 -22.096
H 17.709 -20.624 -25.217
H 17.755 -22.445 -25.438
H 18.063 -21.394 -26.761
H 16.120 -22.698 -27.888
H 14.535 -22.445 -27.273
H 15.668 -23.484 -26.334
O 14.857 -23.706 -13.854
P 13.982 -23.837 -15.044
N 14.521 -24.989 -16.146
C 15.550 -25.931 -15.722
C 14.178 -25.076 -17.558
N 13.664 -22.505 -16.033
C 12.585 -21.617 -15.592
C 14.707 -21.842 -16.811
N 12.432 -24.422 -14.647
C 11.558 -25.050 -15.623
C 12.066 -24.555 -13.251
H 16.267 -26.182 -16.507
H 15.157 -26.885 -15.358
H 16.102 -25.471 -14.902
H 13.780 -24.125 -17.906
H 13.426 -25.821 -17.843
H 15.087 -25.392 -18.064
H 12.891 -21.026 -14.724
H 12.345 -20.926 -16.404
H 11.646 -22.130 -15.399
H 15.352 -21.091 -16.343
H 15.390 -22.565 -17.262
H 14.210 -21.402 -17.680
H 10.576 -24.575 -15.529
H 11.865 -24.831 -16.642
H 11.480 -26.124 -15.435
H 12.460 -23.685 -12.722
H 12.530 -25.455 -12.836
H 10.989 -24.552 -13.081
```

Calculated values
multiplicity: 1
frontier orbital gap: 7.44 eV

***

Question: What is the multiplicity in the third record?
Answer: 1